Molecular formula: C4H10O2
Method: DFT, the ωB97M-V functional and the def2-TZVPD basis

Summary:
LUMO energy: 0.013 Ha
Energy relative to the best compared isomer or geometry (same formula, charge and spin): 112.8 kcal per mole
Orbital gap: 9.245 eV
Charge: 0
E_HOMO: -0.326 Eh
2S+1: 1

The geometry in XYZ format:
```
16
Properties=species:S:1:pos:R:3:forces:R:3
C 1.924309 0.636829 -1.332964 0.232 0.099 -0.035
O 0.625200 0.066168 -1.262776 -0.139 -0.034 0.039
C 0.381665 -0.679143 -0.190962 -0.153 -0.045 0.162
C -0.928602 -1.089341 0.071430 0.191 -0.145 -0.076
C -1.942630 0.279474 0.873362 -0.217 -0.013 -0.080
O -1.376088 0.878394 1.847933 0.195 0.002 -0.148
H 2.694427 -0.136239 -1.225072 -0.104 0.118 -0.029
H 2.002977 1.106491 -2.313518 0.028 -0.064 0.157
H 2.039186 1.386703 -0.540268 -0.024 -0.114 -0.122
H 0.746078 0.523918 1.189360 0.052 -0.025 -0.005
H 1.244294 -1.123878 0.301978 -0.129 0.096 -0.052
H -1.556797 -1.174165 -0.812749 0.081 0.024 0.107
H -0.994708 -1.925047 0.763810 -0.007 0.140 -0.077
H -2.146745 0.860046 -0.048181 0.065 -0.054 0.180
H -2.764785 -0.411052 1.121958 0.136 0.080 -0.017
H 0.052224 0.800841 1.556663 -0.207 -0.064 -0.005
```
Forces are in eV/Å.